C4H16NO2 | wB97M-V/def2-TZVPD

Computed properties:
LUMO = -2.8 eV
HOMO level = -15.4342 eV
charge = +1

Last column: Mulliken charge in e.
Cartesian coordinates (Å):
C  -0.170  1.565  -2.023  -0.987
C  -0.949  1.231  -0.803  -0.494
N  -0.150  0.436  0.123  -0.233
C  1.389  0.989  0.526  -0.099
C  1.282  0.999  2.067  -1.373
H  0.191  0.543  -2.395  0.244
H  0.768  2.147  -1.993  0.338
H  -0.894  2.083  -2.751  0.322
H  -1.196  2.092  -0.225  0.400
H  -1.843  0.718  -1.166  0.312
H  -0.035  -0.625  -0.293  0.408
H  -0.645  0.470  1.049  0.315
H  1.581  1.994  0.055  0.305
H  2.253  0.369  0.087  0.330
H  1.199  0.130  2.588  0.435
H  1.966  1.734  2.370  0.363
H  0.290  1.432  2.313  0.412
H  -0.806  -4.413  0.529  0.336
H  -0.629  -3.943  1.978  0.327
O  -0.324  -3.777  1.089  -0.685
H  -1.540  -1.891  -1.658  0.342
H  -0.951  -2.484  -0.431  0.294
O  -0.789  -1.801  -1.035  -0.612

***

C4H16NO3 | wB97M-V/def2-TZVPD

Computed properties:
LUMO = -2.9 eV
HOMO level = -13.6307 eV
charge = +1

Last column: Mulliken charge in e.
Cartesian coordinates (Å):
C  -0.562  -2.933  1.288  -1.216
C  -0.650  -1.464  1.716  -0.389
C  0.179  -0.482  0.973  -0.328
C  1.218  -0.802  0.224  -0.246
N  2.034  0.184  -0.543  -0.163
H  0.432  -3.315  1.538  0.340
H  -0.744  -3.103  0.228  0.251
H  -1.265  -3.537  1.859  0.368
H  -0.376  -1.350  2.781  0.322
H  -1.682  -1.106  1.683  0.343
H  -0.121  0.545  1.089  0.297
H  1.590  -1.804  0.117  0.367
H  1.530  0.350  -1.421  0.355
H  1.853  1.036  -0.013  0.322
H  3.028  0.022  -0.670  0.347
H  0.389  3.149  -1.543  0.305
H  0.880  3.186  -0.128  0.319
O  1.094  2.789  -0.971  -0.627
H  -0.606  -1.824  -2.205  0.308
H  -1.380  -0.481  -1.664  0.309
O  -0.557  -0.891  -1.957  -0.612
H  -2.510  3.316  -0.392  0.312
H  -3.042  2.268  0.443  0.290
O  -2.186  2.523  0.094  -0.576

***

C4H16NO3 | wB97M-V/def2-TZVPD

Computed properties:
LUMO = -2.7 eV
HOMO level = -14.3458 eV
charge = +1

Last column: Mulliken charge in e.
Cartesian coordinates (Å):
C  2.142  1.016  -1.251  -1.448
C  0.853  0.779  -0.486  0.208
C  0.685  1.607  0.786  -0.724
C  -0.746  2.065  1.084  -0.611
O  -1.294  0.991  1.852  -0.511
N  0.835  -0.716  -0.212  -0.260
H  1.901  0.865  -2.307  0.377
H  2.902  0.299  -0.893  0.367
H  2.618  1.998  -1.270  0.423
H  -0.067  0.889  -1.058  0.392
H  1.037  1.105  1.703  0.392
H  1.433  2.408  0.672  0.412
H  -0.769  3.076  1.520  0.428
H  -1.311  2.197  0.148  0.301
H  -1.891  1.347  2.517  0.293
H  1.471  -0.916  0.571  0.399
H  -0.104  -1.045  0.083  0.259
H  1.200  -1.311  -0.956  0.366
H  -2.060  -0.707  0.234  0.284
H  -2.544  -2.051  0.372  0.312
O  -1.756  -1.606  0.027  -0.643
H  -0.513  -3.964  -1.458  0.300
H  -0.689  -2.739  -2.272  0.313
O  -0.218  -3.050  -1.477  -0.630

***

C4H16NO3 | wB97M-V/def2-TZVPD

Computed properties:
LUMO (alpha / beta) = -13.6 / -12.2 eV
HOMO level (alpha / beta) = -19.4302 / -19.3431 eV
charge = +2
2S+1 = 2

Last column: Mulliken spin population.
Cartesian coordinates (Å):
C  0.450  -0.061  1.846  0.029
C  1.535  0.333  0.789  -0.057
C  0.975  0.241  -0.687  -0.061
C  1.907  0.650  -1.771  -0.078
O  -2.360  0.177  -0.062  0.949
N  -0.514  1.022  1.888  0.863
H  -0.034  -0.950  1.436  0.048
H  0.921  -0.169  2.819  -0.005
H  2.327  -0.419  0.883  0.003
H  2.035  1.275  1.019  -0.018
H  0.795  -0.852  -0.839  -0.161
H  0.032  0.787  -0.679  -0.027
H  1.394  0.725  -2.748  -0.057
H  2.828  0.083  -1.873  0.004
H  2.211  1.712  -1.634  -0.070
H  -1.392  0.944  1.340  -0.024
H  -0.681  1.382  2.836  -0.027
H  -1.697  -0.126  -1.858  0.017
H  -1.803  -1.296  0.393  -0.036
H  -2.497  -2.492  0.978  -0.002
O  -1.621  -2.204  0.669  0.116
H  -3.242  0.408  0.318  -0.020
H  -0.786  -0.962  -2.846  0.011
O  -0.784  -0.210  -2.217  -0.398

***

C4H16NO8 | wB97M-V/def2-TZVPD

Computed properties:
LUMO = 3.0 eV
HOMO level = -6.0366 eV
charge = -1

Last column: Mulliken charge in e.
Cartesian coordinates (Å):
O  2.049  1.859  -0.928  -0.734
C  1.223  1.325  -0.177  0.536
O  0.956  1.754  0.987  -0.842
C  0.637  -0.069  -0.577  0.831
C  1.541  -1.205  -0.175  -0.385
C  1.066  -2.666  -0.297  0.357
N  -0.284  -2.889  -0.276  -0.205
O  1.821  -3.615  -0.329  -0.690
H  -0.327  -0.167  -0.041  -0.369
H  0.499  0.030  -1.708  -0.251
H  1.716  -1.124  0.889  0.226
H  2.552  -1.241  -0.708  0.208
H  -0.894  -2.113  -0.124  0.210
H  -0.659  -3.805  -0.345  0.195
H  0.913  4.333  1.380  0.307
H  1.536  3.818  0.121  0.336
O  1.108  4.603  0.480  -0.671
H  -1.431  -1.431  2.610  0.298
H  -1.827  0.064  2.432  0.418
O  -2.160  -0.864  2.347  -0.752
H  0.920  1.136  -3.173  0.396
H  1.003  -0.217  -3.781  0.329
O  0.511  0.602  -3.868  -0.688
H  -1.998  2.159  1.604  0.297
H  -0.519  1.553  1.676  0.428
O  -1.413  1.651  2.167  -0.763
H  -2.731  -0.673  -0.685  0.301
H  -2.901  -1.302  0.727  0.382
O  -2.907  -1.506  -0.226  -0.706

***

C4H16O3 | wB97M-V/def2-TZVPD

Computed properties:
LUMO (alpha / beta) = -3.2 / -10.7 eV
HOMO level (alpha / beta) = -14.2737 / -14.2728 eV
charge = +1
2S+1 = 2

Last column: Mulliken spin population.
Cartesian coordinates (Å):
C  0.542  0.469  -1.538  0.365
C  0.004  -0.420  -0.301  0.182
C  -1.389  -0.886  -0.722  0.127
C  1.064  -1.484  0.118  0.041
H  1.509  0.782  -1.140  0.039
H  0.622  -0.188  -2.422  0.012
H  -0.116  1.295  -1.817  -0.003
H  -0.064  0.292  0.516  0.058
H  -1.743  -1.740  -0.115  0.070
H  -1.370  -1.306  -1.782  0.043
H  -2.053  -0.060  -0.692  0.002
H  2.075  -1.126  0.451  -0.001
H  0.610  -2.155  0.864  0.032
H  1.069  -2.062  -0.807  0.024
H  3.203  -2.669  -2.907  -0.001
H  3.174  -1.800  -1.700  0.001
O  3.735  -1.995  -2.466  0.006
H  -1.672  -0.157  2.909  -0.001
H  -2.392  -0.122  4.190  0.000
O  -2.549  0.123  3.229  0.001
H  -1.291  4.785  1.635  0.000
H  -1.829  3.846  0.554  0.000
O  -1.287  3.866  1.354  0.000

***

C4H16O3 | wB97M-V/def2-TZVPD

Computed properties:
LUMO (alpha / beta) = -3.0 / -9.2 eV
HOMO level (alpha / beta) = -15.4770 / -15.4022 eV
charge = +1
2S+1 = 2

Last column: Mulliken spin population.
Cartesian coordinates (Å):
C  0.150  1.786  -0.872  0.014
C  2.234  -0.921  0.774  0.044
C  1.422  -0.214  -0.342  0.231
C  1.057  1.142  0.194  0.031
H  0.244  2.908  -0.734  0.002
H  -0.938  1.560  -0.936  0.005
H  0.678  1.552  -1.815  0.000
H  2.203  -2.053  0.654  0.019
H  1.978  -0.499  1.730  -0.004
H  3.350  -0.709  0.513  0.049
H  0.380  -0.800  -0.522  0.241
H  1.742  -0.167  -1.408  0.030
H  0.643  0.991  1.292  0.003
H  2.130  1.742  0.095  0.101
H  -0.646  -0.912  1.710  0.000
H  -1.895  -1.798  2.273  0.000
O  -1.584  -0.951  2.065  -0.001
H  -1.806  -1.447  0.217  -0.012
H  -1.393  -1.409  -1.305  -0.012
O  -1.111  -1.787  -0.379  0.261
H  -3.109  1.163  -1.595  0.000
H  -2.986  0.429  -0.337  0.000
O  -2.746  0.395  -1.272  -0.001

***

C4H16O4 | wB97M-V/def2-TZVPD

Computed properties:
LUMO = 0.2 eV
HOMO level = -8.9546 eV
SMILES string = C/C=C/C.O.O.O.O

Last column: Mulliken charge in e.
Cartesian coordinates (Å):
C  3.771  -0.268  -3.479  -1.206
C  3.137  0.453  -2.313  -0.081
C  1.860  0.960  -2.230  -0.092
C  1.460  1.823  -1.061  -1.024
H  3.209  -0.477  -4.375  0.344
H  4.526  0.322  -3.889  0.320
H  4.129  -1.276  -3.220  0.290
H  3.784  0.689  -1.476  0.310
H  0.999  0.682  -2.810  0.318
H  2.004  2.244  -0.278  0.417
H  0.916  1.024  -0.511  0.136
H  0.768  2.667  -1.381  0.267
O  -1.041  -4.127  1.804  -0.626
H  -1.590  -3.513  1.372  0.305
H  -1.654  -4.605  2.414  0.320
O  -3.891  -0.693  -0.702  -0.654
H  -3.631  -0.058  -0.027  0.325
H  -4.642  -1.170  -0.289  0.327
O  -1.544  -0.324  1.886  -0.646
H  -1.575  -0.568  0.936  0.326
H  -0.779  0.252  1.909  0.326
O  -3.706  2.315  6.002  -0.643
H  -2.842  2.036  6.413  0.322
H  -3.666  1.612  5.307  0.321

***

C4H16O4 | wB97M-V/def2-TZVPD

Computed properties:
LUMO = 0.5 eV
HOMO level = -10.5875 eV
SMILES string = CCCCO.O.O.O

Last column: Mulliken charge in e.
Cartesian coordinates (Å):
C  0.631  -1.127  -2.514  -1.261
C  1.152  0.051  -1.679  -0.171
C  0.118  1.192  -1.638  -0.774
C  -0.406  1.493  -0.249  -0.375
O  -1.525  0.697  0.106  -0.534
H  -0.398  -1.305  -2.203  0.322
H  1.141  -2.069  -2.308  0.353
H  0.633  -0.924  -3.569  0.353
H  1.483  -0.255  -0.685  0.133
H  2.086  0.387  -2.095  0.324
H  0.442  2.079  -2.171  0.407
H  -0.706  0.923  -2.294  0.382
H  -0.764  2.497  -0.061  0.371
H  0.422  1.376  0.458  0.149
H  -1.328  -0.243  0.174  0.348
O  -2.690  -0.242  2.632  -0.645
H  -2.033  0.385  2.317  0.348
H  -3.535  -0.048  2.227  0.307
O  1.141  -2.016  1.553  -0.645
H  1.178  -1.438  0.840  0.321
H  0.838  -2.865  1.223  0.298
O  0.621  0.823  3.307  -0.618
H  0.763  0.313  2.519  0.304
H  0.735  0.318  4.111  0.303

***

What are the ΔE to the lowest compared entry with this formula, charge and spin values for these records? In order: 51.2; 32.4; 21.5; 169.7; 0.0; 19.4; 16.4; 52.5; 23.2 kcal per mole.
What are the calculated total energy values for these records? In order: -366.94786; -442.21295; -442.23033; -441.51235; -818.83976; -387.28591; -387.29067; -462.87837; -462.92498 Ha.